Entry 1:
Computed, not measured: one molecule with the formula C4H7NOSi, with wB97M-V/def2-TZVPD.

Last column: Mulliken spin population.
Positions of all 14 atoms, in Å:
C 0.74422 -0.56099 -2.26312  0.386
C -0.52836 -1.11021 -2.22611  0.750
C 0.12921 -0.60461 -0.22903  0.620
C 0.00639 1.61942 1.70358  0.018
N 1.04411 -0.14285 -1.01537  -0.044
O -0.90541 -1.18577 -0.92472  0.142
Si -0.18513 -0.29164 1.60702  0.035
H 1.22522 -0.16947 -3.06427  0.032
H -1.06708 -1.63957 -2.92796  0.035
H 0.39933 1.81054 0.73045  0.010
H -0.81278 2.20324 1.68485  -0.002
H 0.63595 1.98389 2.44848  0.000
H 0.75805 -0.81194 2.69420  0.020
H -1.44373 -1.10003 1.78201  -0.001

E_tot (Ha): -575.90713
Relative energy (zero: lowest compared OMol25 entry of this formula, charge and spin) (kcal per mole): 22.7
2S+1: 3
F_max (eV/A): 5.27
<S²>: 2.014

=====

Entry 2:
Computed, not measured: C37H37F5P2Sn as an isolated structure, with wB97M-V/def2-TZVPD.

Last column: Mulliken charge in e.
Positions of all 82 atoms, in Å:
Sn 4.15412 -2.00523 -0.74514  0.554
C 6.09921 -1.13987 -1.06211  -0.093
C 5.53484 0.10824 -1.40647  -0.712
C 5.30678 0.55087 -2.80134  -0.768
C 4.76061 -0.55375 -3.73428  -1.353
C 4.06000 -1.67148 -2.99421  1.564
C 4.58658 -2.97004 -2.78101  -0.528
C 6.00746 -3.29948 -2.44355  -0.990
C 6.80238 -2.01998 -2.08929  -1.054
C 2.09865 -1.44326 -0.37313  -0.571
H 6.44523 -1.27914 -0.02824  0.826
H 5.72171 0.92758 -0.70331  0.845
H 6.26425 0.90113 -3.23163  0.399
H 4.60768 1.40859 -2.80439  0.025
H 4.03630 -0.07658 -4.42238  0.436
H 5.56145 -0.98045 -4.36250  0.529
H 2.96648 -1.58433 -3.00688  -0.593
H 3.94415 -3.79394 -3.08998  0.351
H 6.49227 -3.87210 -3.25101  0.535
H 5.99888 -3.97036 -1.56628  0.400
H 7.77719 -2.28551 -1.65364  0.458
H 6.97935 -1.45034 -3.00975  0.285
H 1.53850 -2.37352 -0.47642  0.505
H 1.77418 -0.69333 -1.10032  -0.133
H 1.99796 -1.05163 0.65117  0.158
P 1.81150 2.42749 -0.56080  0.241
P 0.12162 0.32311 -3.13481  -0.018
C 2.17130 2.23003 -2.32810  -0.698
C 1.57631 1.38156 -3.25718  -0.294
C 1.69806 4.21323 -0.16948  0.374
C 2.65176 5.13706 -0.63015  -0.181
C 2.86115 6.32868 0.07673  -0.608
C 2.10761 6.61238 1.22136  -0.404
C 1.10487 5.72940 1.64388  -0.565
C 0.87474 4.55391 0.93137  -0.339
C 3.22243 2.19796 0.70904  0.467
C 3.72906 0.90958 0.62401  0.867
C 4.58517 0.37112 1.57235  0.383
C 5.08324 1.18947 2.59382  -1.296
C 4.61812 2.50340 2.68120  -0.896
C 3.67391 3.00461 1.77579  -0.081
C -1.09736 0.63141 -4.45505  0.706
C -1.76686 1.87811 -4.44264  -0.609
C -2.89367 2.03539 -5.24215  -0.568
C -3.35258 0.96920 -6.03047  -0.442
C -2.68446 -0.25839 -6.04543  -0.732
C -1.56900 -0.43949 -5.23869  -0.279
C 0.64798 -1.38045 -3.58123  0.572
C 0.25650 -2.51287 -2.82004  -0.728
C 0.69151 -3.78690 -3.18427  -0.467
C 1.53261 -3.96797 -4.28499  -0.709
C 1.89992 -2.85218 -5.04161  -0.645
C 1.45797 -1.56558 -4.72000  -0.105
H 2.88962 2.96170 -2.73429  0.586
H 2.00961 1.35796 -4.26973  0.547
H 3.26407 4.89801 -1.50002  0.256
H 3.62637 7.03305 -0.25634  0.363
H 2.29583 7.51977 1.79515  0.367
H 0.50473 5.94498 2.53039  0.362
H 0.11591 3.83508 1.24320  0.396
H 3.47532 0.37323 -0.31070  -1.589
H 4.92549 -0.66813 1.49483  0.431
H 5.85172 0.80307 3.26896  0.403
H 4.96143 3.13862 3.49392  0.419
H 3.27231 4.00756 1.91192  0.101
H -1.41933 2.68207 -3.78760  0.364
H -3.42965 2.98279 -5.22618  0.372
H -4.27062 1.07018 -6.60431  0.351
H -3.02983 -1.09459 -6.65297  0.377
H -1.08219 -1.41545 -5.18658  0.266
H -0.39286 -2.39529 -1.94058  0.443
H 0.37529 -4.65663 -2.61020  0.451
H 1.88968 -4.96859 -4.55441  0.408
H 2.55770 -2.97556 -5.90180  0.362
H 1.76597 -0.70908 -5.33102  0.615
F 1.78115 -1.13287 3.06973  -0.307
C 2.04075 -2.31883 2.44971  -0.091
F 3.03563 -2.94534 3.10145  -0.315
C 0.78476 -3.17315 2.31664  0.875
F 0.21344 -3.33676 3.53557  -0.303
F -0.13536 -2.60609 1.48643  -0.254
F 1.12120 -4.39256 1.83089  -0.276

E_tot (Ha): -2828.06290
Relative energy (zero: lowest compared OMol25 entry of this formula, charge and spin) (kcal per mole): 140.4
2S+1: 1
F_max (eV/A): 4.27

=====

Entry 3:
Computed, not measured: a 4-piece molecular cluster, C22H33BF24O6Si2 overall, with wB97M-V/def2-TZVPD.

Last column: Mulliken charge in e.
Positions of all 88 atoms, in Å:
C 0.04046 -3.71488 -0.62254  -1.226
C 0.56491 -2.45641 0.12297  -0.129
B 0.24407 -1.13984 -0.66164  0.604
O 0.51570 -1.10089 -2.00374  -0.365
Si -0.62525 0.43863 0.24918  -0.151
O -0.82791 0.08757 1.87616  -0.461
C -2.34607 0.70774 -0.45439  -0.847
C -3.14721 -0.60795 -0.51713  -0.114
O -4.34433 -0.48996 0.25729  -0.401
Si -5.70482 -1.20287 -0.40779  0.565
C -5.34435 -2.91405 -1.07990  -1.136
C -6.27786 -0.09671 -1.81086  -1.028
C -6.95575 -1.34960 0.97711  -1.181
H -0.38773 -3.46763 -1.59095  0.224
H 0.83848 -4.43834 -0.76283  0.346
H -0.73537 -4.20956 -0.04171  0.347
H 0.10980 -2.39542 1.10940  0.143
H 1.64662 -2.52460 0.24285  0.279
H 0.36118 -0.19490 -2.31732  0.087
H 0.15842 1.68841 0.07757  -0.151
H -1.62477 0.53031 2.21122  0.250
H -2.29892 1.15612 -1.44749  0.391
H -2.92158 1.39463 0.16618  0.465
H -3.36748 -0.82640 -1.56509  0.365
H -2.57776 -1.44605 -0.10590  0.091
H -4.61926 -3.45964 -0.47712  0.320
H -6.27266 -3.48225 -1.10449  0.404
H -4.95271 -2.88311 -2.09672  0.316
H -6.66112 -0.65540 -2.66093  0.346
H -5.40287 0.45511 -2.16277  0.255
H -6.99511 0.64454 -1.46869  0.324
H -7.17184 -2.40157 1.15274  0.331
H -7.87563 -0.80038 0.79984  0.345
H -6.50674 -0.96742 1.89415  0.285
F -0.81659 -0.67346 7.90677  -0.210
C -1.55688 0.32884 8.42069  0.060
F -2.78891 -0.15077 8.70858  -0.265
C -1.70953 1.47823 7.42031  0.912
F -2.41838 1.06901 6.34744  -0.264
F -2.45365 2.41227 8.08353  -0.332
C -0.43623 2.20903 6.97016  -0.759
O 0.12651 1.84723 5.72556  -0.329
C 1.04693 0.84267 5.60137  0.662
F 1.45011 0.36172 6.79472  -0.315
F 2.14164 1.38368 5.00299  -0.237
C 0.55402 -0.26298 4.66481  0.832
F -0.58033 -0.80943 5.14783  -0.227
F 1.50605 -1.23247 4.61496  -0.287
H -1.09328 0.68707 9.34424  0.290
H -0.75576 3.23819 6.81890  0.393
H 0.31323 2.22179 7.76202  0.326
H 0.36647 0.12649 3.66087  -0.119
F 3.64427 -0.15184 1.28953  -0.273
C 3.34639 0.90960 2.06992  0.162
F 2.03673 1.20802 1.88240  -0.258
C 4.17315 2.13598 1.68007  1.049
F 3.84531 2.53704 0.43216  -0.265
F 3.77598 3.10929 2.55000  -0.308
C 5.69885 2.04435 1.82494  -0.976
O 6.45616 1.76594 0.66271  -0.405
C 6.74276 0.48863 0.26143  0.800
F 6.34440 -0.43745 1.15430  -0.280
F 8.08838 0.39573 0.15011  -0.308
C 6.18890 0.19769 -1.13935  0.179
F 4.85037 0.35209 -1.16618  -0.188
F 6.48144 -1.08390 -1.45907  -0.257
H 3.50576 0.64780 3.11743  0.249
H 6.00510 3.05262 2.09607  0.454
H 5.97944 1.39303 2.65305  0.371
H 6.64670 0.87096 -1.86674  0.235
F -0.95871 0.19121 -7.65604  -0.235
C -1.35629 0.54927 -6.41897  0.058
F -2.32442 1.48771 -6.53238  -0.264
C -0.19634 1.14987 -5.62101  1.014
F 0.20352 2.30582 -6.18687  -0.278
F -0.73474 1.44658 -4.39561  -0.314
C 1.00975 0.25008 -5.32505  -0.769
O 2.14994 0.37850 -6.14663  -0.418
C 2.29453 -0.33747 -7.30479  0.757
F 1.31668 -1.24838 -7.47397  -0.284
F 3.46802 -1.00532 -7.22130  -0.297
C 2.42054 0.58417 -8.52340  0.203
F 1.32768 1.36293 -8.64300  -0.222
F 2.52833 -0.18388 -9.63216  -0.261
H -1.76690 -0.32191 -5.90031  0.296
H 1.36157 0.58043 -4.34943  0.333
H 0.70885 -0.79211 -5.20993  0.429
H 3.30788 1.21256 -8.42431  0.247

SMILES string: CCB(O)[Si@H](O)CCO[Si](C)(C)C.FC(F)C(F)(F)COC(F)(F)C(F)F.FC(F)C(F)(F)COC(F)(F)C(F)F.FC(F)C(F)(F)COC(F)(F)C(F)F
E_tot (Ha): -4310.32230
2S+1: 1
F_max (eV/A): 0.78

=====

Entry 4:
Computed, not measured: a 2-piece molecular cluster, C3H10NO2 overall, with wB97M-V/def2-TZVPD.

Last column: Mulliken spin population.
Positions of all 16 atoms, in Å:
C 0.86099 -1.45115 1.03920  0.002
N 0.11733 -0.19802 0.71787  0.002
C 0.34788 0.10637 -0.70822  0.019
C -0.96160 -0.17125 -1.55544  0.022
O -1.78322 -1.09785 -1.10078  0.807
H 1.90342 -1.37530 0.79429  -0.002
H 0.72934 -1.63570 2.10950  0.001
H 0.38657 -2.32388 0.57398  0.001
H -0.84442 -0.52929 0.73658  0.002
H 0.61028 1.10491 -0.93213  0.001
H 1.00665 -0.62228 -1.16810  0.008
H -1.58000 0.73623 -1.34810  0.124
H -0.73073 -0.13461 -2.62372  0.013
H 1.43291 1.65983 0.83410  0.000
H 0.38725 2.40747 1.68822  0.000
O 1.15069 2.53964 1.10330  0.000

E_tot (Ha): -325.42317
Relative energy (zero: lowest compared OMol25 entry of this formula, charge and spin) (kcal per mole): 13.8
2S+1: 2
F_max (eV/A): 2.84
<S²>: 0.755

=====

Entry 5:
Computed, not measured: one molecule with the formula Cl2HISi, with wB97M-V/def2-TZVPD.

Last column: Mulliken charge in e.
Positions of all 5 atoms, in Å:
Cl 1.90349 -0.00988 0.68031  -0.201
Si -0.10601 0.21205 0.11637  0.516
Cl -0.06725 0.06359 -2.36710  -0.323
I -1.44374 -1.70935 0.78565  0.066
H -0.28650 1.44359 0.78478  -0.058

SMILES string: Cl[SiH](Cl)I
E_tot (Ha): -1508.25711
Relative energy (zero: lowest compared OMol25 entry of this formula, charge and spin) (kcal per mole): 11.8
2S+1: 1
F_max (eV/A): 3.83

=====

Entry 6:
Computed, not measured: a 2-piece molecular cluster, C7H14N2O2S2 overall, with wB97M-V/def2-TZVPD.

Last column: Mulliken charge in e.
Positions of all 27 atoms, in Å:
C 0.07020 1.58869 -0.40206  -0.347
C 0.57918 0.68088 0.50759  0.240
C -0.30995 0.53094 1.59372  -0.916
C -1.38228 1.38996 1.55303  -0.265
C 2.85562 0.82511 -0.62952  -1.618
C 1.44808 -1.27262 -0.75727  -1.478
C 1.83332 -0.12114 0.13667  1.553
N -3.88526 0.59496 -0.06311  -0.505
N -3.10570 -1.73817 0.26433  -0.572
O -2.58007 -0.59620 -1.97192  -0.683
O 2.49292 -0.65435 1.25042  -0.613
S -1.31051 2.39172 0.15852  -0.187
S -2.49309 -0.34216 -0.53204  0.655
H 0.60783 1.81215 -1.42123  0.137
H -3.71483 1.62951 -0.29135  0.231
H -0.17382 -0.15440 2.38879  0.550
H -2.24273 1.56185 2.12693  0.423
H 3.84669 0.43463 -0.43852  0.461
H 2.87691 1.78558 -0.03301  0.369
H 2.62759 1.01094 -1.65449  0.344
H 2.33296 -1.86748 -1.05375  0.430
H 1.09766 -0.90583 -1.78511  0.271
H 0.59218 -1.74360 -0.23481  0.324
H -4.77394 0.10186 -0.53741  0.269
H -2.95912 -2.66157 -0.08644  0.256
H -2.55301 -1.57207 1.12851  0.292
H 2.79334 0.01687 1.80654  0.377

E_tot (Ha): -1331.41044
Relative energy (zero: lowest compared OMol25 entry of this formula, charge and spin) (kcal per mole): 62.2
2S+1: 1
F_max (eV/A): 3.36

=====

Entry 7:
Computed, not measured: a 4-piece molecular cluster, C23H67BN9O5P3 overall, with wB97M-V/def2-TZVPD.

Last column: Mulliken charge in e.
Positions of all 108 atoms, in Å:
C 1.58578 -2.39104 1.52818  -0.758
N 0.92946 -1.41989 0.67400  0.080
C 1.29125 -1.59794 -0.73085  -1.074
P 0.40619 0.16929 1.09940  0.822
O -0.79490 0.24737 0.18665  -0.845
N -0.45091 0.12683 2.58848  0.230
C -0.24154 -0.86807 3.62367  -1.239
C -1.85513 0.51677 2.56235  -0.946
N 1.87801 0.56941 1.96447  0.096
C 1.79080 1.85459 2.70533  -1.119
C 3.05709 0.71327 1.07663  -1.086
H 2.60894 -2.11332 1.82164  0.279
H 1.65121 -3.35375 1.01755  0.440
H 1.02013 -2.59887 2.43171  0.128
H 2.25588 -1.13424 -0.98112  0.274
H 0.53627 -1.15647 -1.38289  0.297
H 1.34981 -2.65493 -0.99252  0.382
H -0.71989 -1.82319 3.37489  0.296
H -0.66762 -0.52684 4.57219  0.456
H 0.81434 -1.03015 3.83422  0.344
H -2.49697 -0.28440 2.17590  0.312
H -2.00411 1.40489 1.95274  0.284
H -2.19379 0.77152 3.57005  0.292
H 1.57254 2.69389 2.03844  0.357
H 2.73493 2.05288 3.21543  0.406
H 1.02617 1.82610 3.47523  0.297
H 2.87552 1.41634 0.25958  0.357
H 3.35446 -0.24272 0.64744  0.254
H 3.91813 1.06212 1.64611  0.380
C 4.76500 -4.95152 7.17978  -0.789
N 3.90169 -4.17239 6.31562  0.048
C 4.15995 -4.44151 4.90206  -1.011
P 3.19066 -2.63541 6.64859  1.018
O 1.91637 -2.81919 5.86082  -0.869
N 2.47897 -2.62688 8.21548  0.188
C 2.91289 -3.45983 9.31937  -1.237
C 1.03501 -2.43426 8.29037  -0.935
N 4.65739 -1.94927 7.32053  -0.079
C 4.44912 -0.61523 7.94243  -1.078
C 5.72227 -1.74250 6.30948  -1.053
H 5.75818 -4.50834 7.34235  0.290
H 4.92510 -5.94306 6.75288  0.384
H 4.31563 -5.14166 8.15065  0.200
H 5.02025 -3.87744 4.51499  0.279
H 3.29355 -4.17688 4.29440  0.204
H 4.34933 -5.50125 4.72979  0.415
H 2.55732 -4.49288 9.21666  0.311
H 2.51997 -3.07023 10.26362  0.411
H 3.99628 -3.45276 9.43712  0.363
H 0.48503 -3.35201 8.05118  0.294
H 0.70941 -1.64888 7.61319  0.270
H 0.74940 -2.11523 9.29623  0.310
H 4.05503 0.11013 7.22435  0.336
H 5.39459 -0.23753 8.33421  0.417
H 3.76582 -0.66328 8.78423  0.304
H 5.37034 -1.16187 5.45250  0.353
H 6.11735 -2.68933 5.94382  0.251
H 6.56910 -1.22128 6.75441  0.399
C -1.86358 1.75603 -9.06601  -0.726
N -0.51785 1.86604 -8.54233  0.021
C 0.46219 2.09608 -9.60153  -1.020
P 0.11132 1.14358 -7.10522  0.796
O 1.10070 2.22452 -6.74447  -0.828
N -0.96041 1.37203 -5.78078  0.217
C -2.38978 1.55225 -5.90030  -1.184
C -0.47872 2.16164 -4.65265  -0.887
N -0.62101 -0.42096 -7.41172  -0.032
C -0.48201 -1.36552 -6.27235  -1.065
C -0.02849 -1.12668 -8.57316  -1.059
H -2.12302 0.75303 -9.43535  0.256
H -1.99836 2.44690 -9.90026  0.402
H -2.61528 2.05475 -8.33948  0.165
H 0.75956 1.16843 -10.11082  0.285
H 1.36605 2.55312 -9.19759  0.270
H 0.07569 2.78283 -10.35518  0.391
H -2.64163 2.57294 -6.21744  0.308
H -2.87880 1.37966 -4.93676  0.339
H -2.84527 0.83131 -6.58036  0.423
H -0.51796 3.23646 -4.86553  0.265
H 0.54295 1.89442 -4.39413  0.370
H -1.07972 1.97050 -3.76173  0.201
H 0.56738 -1.54564 -6.02032  0.353
H -0.94770 -2.31982 -6.52336  0.409
H -0.98601 -1.00309 -5.38206  0.283
H 1.05911 -1.20742 -8.49600  0.365
H -0.27000 -0.62852 -9.51116  0.276
H -0.44333 -2.13067 -8.65673  0.382
C -3.13723 2.40624 -1.45140  -0.529
O -2.73580 3.38361 -2.39869  -0.379
C -3.77371 3.68254 -3.34162  -0.255
B -4.75372 4.80462 -2.73843  0.226
C -5.99414 4.40462 -1.82173  -0.547
C -6.93620 3.46683 -2.61776  -0.153
C -7.41052 2.25450 -1.80195  -0.613
O -8.45124 1.60141 -2.55223  -0.548
H -3.66723 2.88845 -0.62288  0.209
H -3.79071 1.63075 -1.87327  0.239
H -2.21854 1.90712 -1.11396  0.234
H -4.28752 2.74559 -3.60487  0.114
H -3.37097 4.07444 -4.28124  0.250
H -4.53214 5.94333 -3.02293  -0.127
H -5.59031 3.85372 -0.96476  0.198
H -6.47423 5.33811 -1.52870  0.289
H -6.42824 3.03990 -3.49261  0.095
H -7.81318 3.97479 -3.01999  0.392
H -7.77965 2.54444 -0.81970  0.383
H -6.59861 1.52473 -1.70174  0.245
H -7.98519 1.22433 -3.31081  0.316

SMILES string: CN(C)P(=O)(N(C)C)N(C)C.CN(C)P(=O)(N(C)C)N(C)C.CN(C)P(=O)(N(C)C)N(C)C.COCBCCCO
E_tot (Ha): -2834.26766
2S+1: 1
F_max (eV/A): 7.15